Entry 1:
# C4H8Cl2Si

A cluster of 2 separate species, C4H8Cl2Si in total at a distorted geometry (ωB97M-V/def2-TZVPD, OMol25).

Cartesian coordinates (Å):
C -1.571 -1.893 -0.380
C -1.448 -0.728 0.338
C -0.504 -0.559 1.392
C 1.736 -0.238 -0.197
Si 1.464 1.564 -0.734
Cl 3.035 -0.701 0.919
Cl 1.254 -1.465 -1.315
H -2.159 -1.974 -1.203
H -1.173 -2.837 0.075
H -1.979 0.137 -0.006
H -0.132 -1.379 1.930
H -0.239 0.440 1.737
H 0.489 1.688 -1.683
H 2.627 2.352 -1.299
H 0.826 1.916 0.551

The value obtained for the largest force on an atom is 4.18 eV Å⁻¹. As for the spin multiplicity: 1. The value obtained for the energy above the lowest of the compared OMol25 structures with the same formula, charge and spin is 7.255 eV. As for the gap between HOMO and LUMO (alpha / beta): 0.270 / 0.295 hartree. The calculation puts the total energy at -37195.6678 eV.


Entry 2:
# C46H115N3O13

A cluster of 13 separate species, C46H115N3O13 in total at a distorted geometry (ωB97M-V/def2-TZVPD, OMol25).

Cartesian coordinates (Å):
C -1.701 1.494 3.095
C -1.542 1.124 1.633
C -0.998 2.384 0.916
C -0.551 2.144 -0.509
C 0.609 1.139 -0.501
C 0.282 -0.136 0.276
N -0.463 0.133 1.538
O -0.676 -1.035 2.300
C -0.523 -1.123 -0.546
C 1.609 -0.860 0.666
C -2.877 0.714 0.971
H -0.749 1.759 3.544
H -2.095 0.578 3.556
H -2.483 2.208 3.345
H -1.801 3.127 0.931
H -0.175 2.748 1.534
H -0.178 3.037 -1.006
H -1.279 1.694 -1.193
H 1.461 1.704 -0.116
H 0.796 0.844 -1.535
H -0.669 -2.029 0.046
H -1.524 -0.781 -0.813
H 0.031 -1.346 -1.459
H 2.071 -1.172 -0.268
H 2.254 -0.180 1.223
H 1.339 -1.672 1.336
H -3.721 1.248 1.418
H -2.992 -0.368 1.013
H -2.949 1.110 -0.045
H -1.433 -1.479 1.876
C -3.337 -3.513 -2.077
C -2.802 -3.518 -3.518
C -3.389 -4.771 -4.213
C -3.473 -4.648 -5.745
C -4.085 -3.314 -6.100
C -3.201 -2.149 -5.617
N -3.099 -2.254 -4.173
O -2.653 -1.114 -3.498
C -1.892 -1.944 -6.401
C -4.061 -0.894 -5.946
C -1.263 -3.798 -3.466
H -4.419 -3.374 -2.013
H -2.802 -2.918 -1.338
H -3.270 -4.549 -1.719
H -2.709 -5.617 -4.090
H -4.317 -5.097 -3.739
H -4.017 -5.471 -6.214
H -2.472 -4.721 -6.184
H -5.086 -3.279 -5.660
H -4.268 -3.327 -7.179
H -1.150 -1.473 -5.749
H -1.354 -2.803 -6.816
H -2.013 -1.302 -7.275
H -3.420 -0.018 -6.022
H -4.638 -1.056 -6.858
H -4.877 -0.724 -5.236
H -1.076 -4.628 -2.790
H -0.800 -2.845 -3.196
H -0.889 -4.038 -4.462
H -3.492 -0.701 -3.258
C 4.973 -2.632 2.668
C 6.256 -1.840 2.315
C 5.981 -1.111 0.992
C 5.202 0.199 1.182
C 5.898 1.089 2.210
C 6.081 0.422 3.596
N 6.643 -0.921 3.388
O 6.809 -1.573 4.626
C 7.085 1.327 4.323
C 4.758 0.465 4.431
C 7.390 -2.832 2.052
H 4.205 -1.907 2.940
H 5.209 -3.313 3.490
H 4.607 -3.278 1.871
H 6.954 -0.920 0.529
H 5.358 -1.638 0.265
H 4.191 -0.084 1.479
H 5.191 0.741 0.234
H 5.106 1.838 2.337
H 6.792 1.598 1.861
H 7.269 1.125 5.378
H 8.004 1.272 3.738
H 6.752 2.368 4.297
H 4.269 1.429 4.299
H 4.051 -0.330 4.185
H 4.996 0.373 5.492
H 7.387 -3.434 1.144
H 7.327 -3.604 2.829
H 8.352 -2.342 2.207
H 5.910 -1.656 4.992
C -5.019 3.208 -3.631
C -4.500 1.932 -2.968
O -5.540 1.534 -2.042
H -5.352 3.941 -2.895
H -5.762 3.117 -4.421
H -4.195 3.703 -4.157
H -3.617 1.966 -2.327
H -4.421 1.220 -3.798
H -5.160 0.844 -1.487
C 3.734 -1.164 -2.926
C 4.812 -2.228 -2.882
O 5.173 -2.498 -4.232
H 2.883 -1.407 -3.562
H 4.078 -0.171 -3.230
H 3.368 -0.919 -1.918
H 4.505 -3.134 -2.349
H 5.646 -1.804 -2.309
H 6.094 -2.259 -4.354
C -0.818 4.701 3.910
C -0.159 5.554 2.802
O -1.212 6.161 2.070
H -1.695 4.203 3.502
H -1.317 5.390 4.602
H -0.099 4.123 4.483
H 0.440 4.886 2.179
H 0.486 6.226 3.373
H -0.770 6.829 1.530
C 2.094 -4.447 0.399
C 2.451 -5.777 1.033
O 3.850 -5.803 1.299
H 2.268 -4.296 -0.666
H 2.461 -3.613 1.001
H 1.021 -4.235 0.518
H 2.211 -6.636 0.396
H 1.872 -5.961 1.937
H 4.296 -5.684 0.455
C -4.168 4.807 0.714
C -4.473 4.709 2.200
O -3.939 5.874 2.844
H -4.707 5.605 0.205
H -4.439 3.869 0.213
H -3.089 4.923 0.604
H -3.923 3.864 2.635
H -5.521 4.611 2.474
H -3.193 6.195 2.322
C -0.094 2.319 -4.191
C -0.783 3.037 -5.327
O -0.463 4.416 -5.326
H 0.867 1.987 -4.594
H -0.691 1.427 -3.976
H 0.059 2.948 -3.321
H -1.865 2.863 -5.223
H -0.548 2.561 -6.279
H -0.941 4.906 -4.638
C -4.975 -1.383 3.240
C -5.231 -0.197 4.182
O -6.514 0.395 4.021
H -5.429 -1.216 2.258
H -5.400 -2.327 3.584
H -3.914 -1.534 3.036
H -4.531 0.585 3.864
H -4.938 -0.458 5.195
H -6.727 0.333 3.086
C 1.691 -3.327 4.332
C 1.100 -4.532 5.089
O 2.024 -5.092 5.998
H 1.013 -2.581 3.911
H 2.160 -3.646 3.391
H 2.500 -2.899 4.925
H 0.895 -5.284 4.321
H 0.178 -4.246 5.585
H 2.868 -5.236 5.559
C -0.867 5.632 -1.887
C -2.293 6.011 -2.267
O -2.420 5.569 -3.619
H -0.644 4.642 -2.282
H -0.621 5.663 -0.819
H -0.047 6.260 -2.253
H -2.331 7.097 -2.166
H -2.974 5.493 -1.597
H -2.769 6.258 -4.192
C 1.399 0.609 4.867
O 1.745 0.836 3.494
H 2.373 0.400 5.308
H 0.972 1.526 5.286
H 0.664 -0.189 4.961
H 1.093 0.435 2.897

The value obtained for the largest force on an atom is 2.52 eV Å⁻¹. As for the spin multiplicity: 1. The value obtained for the energy above the lowest of the compared OMol25 structures with the same formula, charge and spin is 7.655 eV. As for the gap between HOMO and LUMO: 0.306 hartree. The calculation puts the total energy at -80646.3301 eV.


Entry 3:
# C4H16NO3

A cluster of 4 separate species, C4H16NO3 in total at a distorted geometry (ωB97M-V/def2-TZVPD, OMol25).

Cartesian coordinates (Å):
C -1.172 2.624 1.477
C -1.539 1.138 1.798
C -0.901 0.241 0.800
C -1.414 -0.819 0.212
N -0.516 -1.609 -0.690
H -1.134 2.721 0.390
H -0.181 2.828 1.879
H -1.945 3.303 1.819
H -2.632 1.109 1.739
H -1.312 0.864 2.827
H 0.133 0.519 0.598
H -2.416 -1.216 0.240
H -1.000 -2.439 -1.005
H -0.195 -1.071 -1.521
H 0.337 -1.885 -0.166
H 1.423 -2.976 1.680
H 2.457 -2.857 0.521
O 1.600 -2.550 0.842
H 1.654 -0.310 -2.815
H 0.875 -1.165 -3.801
O 0.768 -0.648 -2.989
H 2.927 1.959 -1.326
H 1.754 1.070 -0.919
O 2.430 1.169 -1.590

The value obtained for the largest force on an atom is 1.85 eV Å⁻¹. As for the spin multiplicity: 1. The value obtained for the energy above the lowest of the compared OMol25 structures with the same formula, charge and spin is 0.798 eV. As for the gap between HOMO and LUMO: 0.411 hartree. The calculation puts the total energy at -12033.8346 eV. The net charge is +1.


Entry 4:
# C4H7NO

A cluster of 2 separate species, C4H7NO in total (ωB97M-V/def2-TZVPD, OMol25).

Cartesian coordinates (Å):
O 0.493 2.290 -1.356
C -0.207 1.449 -0.844
C 0.243 0.802 0.385
C 0.420 0.786 1.648
N 1.461 0.057 0.866
H -1.185 1.154 -1.262
H 0.223 1.222 2.606
H 2.260 0.690 0.729
C -0.745 -1.726 -0.577
H 0.295 -1.660 -0.907
H -0.956 -2.733 -0.221
H -1.424 -1.458 -1.392
H -0.895 -1.047 0.260

Its SMILES is O=CC1=CN1.C. The value obtained for the largest force on an atom is 0.50 eV Å⁻¹. As for the spin multiplicity: 1. The value obtained for the energy above the lowest of the compared OMol25 structures with the same formula, charge and spin is 5.085 eV. As for the gap between HOMO and LUMO: 0.335 hartree. The calculation puts the total energy at -7794.5589 eV.


Entry 5:
# C19H33HfN4O2S2Si

A structure of composition C19H33HfN4O2S2Si at a distorted geometry (ωB97M-V/def2-TZVPD, OMol25).

Cartesian coordinates (Å):
Hf 0.892 0.193 1.005
C -1.880 1.086 0.391
Si -1.967 -0.495 -0.607
C -1.669 -0.187 -2.420
C -1.508 -1.496 -3.204
C -2.848 0.625 -2.997
C -0.403 0.671 -2.590
C -3.205 -1.730 0.004
C -3.525 -1.526 1.493
C -2.713 -3.167 -0.232
C -4.507 -1.502 -0.800
H -2.571 1.862 0.047
H -0.908 1.614 0.235
H -2.048 0.959 1.459
H -2.417 -2.099 -3.185
H -0.688 -2.117 -2.837
H -1.300 -1.266 -4.252
H -3.797 0.091 -2.971
H -2.638 0.848 -4.046
H -2.984 1.585 -2.492
H 0.508 0.201 -2.192
H -0.517 1.666 -2.146
H -0.198 0.828 -3.652
H -2.659 -1.683 2.140
H -4.286 -2.252 1.788
H -3.943 -0.537 1.696
H -1.819 -3.400 0.348
H -2.507 -3.382 -1.282
H -3.494 -3.860 0.089
H -4.897 -0.484 -0.710
H -5.276 -2.167 -0.400
H -4.398 -1.743 -1.857
C 6.443 1.670 -1.975
C 5.066 1.622 -1.416
C 4.085 2.568 -1.600
C 2.827 2.381 -1.028
N 2.574 1.265 -0.311
C 3.529 0.339 -0.123
S 3.118 -1.057 0.796
N 4.745 0.528 -0.662
C 1.744 3.386 -1.188
H 6.655 2.650 -2.394
H 6.531 0.921 -2.767
H 7.175 1.443 -1.198
H 4.296 3.455 -2.181
H 5.450 -0.188 -0.506
H 2.142 4.392 -1.057
H 0.933 3.230 -0.477
H 1.337 3.321 -2.201
S 0.393 1.852 2.954
C 0.631 0.446 3.933
N 0.190 0.407 5.207
C 0.394 -0.679 5.987
C 1.018 -1.778 5.448
C 1.407 -1.708 4.112
N 1.242 -0.598 3.390
H -0.293 1.219 5.582
H 0.033 -0.614 7.005
H 1.187 -2.668 6.037
H 1.870 -2.553 3.617
O -0.262 -1.326 1.327
O -0.292 -1.060 -0.132

The value obtained for the largest force on an atom is 1.60 eV Å⁻¹. As for the spin multiplicity: 1. As for the gap between HOMO and LUMO: 0.276 hartree. The calculation puts the total energy at -61126.6479 eV. The net charge is +3.


Entry 6:
# C3H8BrO2V

A structure of composition C3H8BrO2V at a distorted geometry (ωB97M-V/def2-TZVPD, OMol25).

Cartesian coordinates (Å):
O -21.186 -13.166 3.160
V -19.908 -13.634 2.395
Br -20.434 -13.776 0.008
C -19.067 -12.308 -3.882
C -20.537 -11.890 -3.894
C -21.420 -12.959 -4.512
O -21.018 -11.578 -2.590
H -18.977 -13.289 -3.400
H -18.460 -11.575 -3.352
H -18.680 -12.403 -4.895
H -20.628 -10.960 -4.454
H -21.137 -13.122 -5.553
H -22.462 -12.636 -4.486
H -21.324 -13.906 -3.972
H -20.830 -12.334 -2.014

The value obtained for the largest force on an atom is 3.51 eV Å⁻¹. As for the spin multiplicity: 2. The value obtained for the energy above the lowest of the compared OMol25 structures with the same formula, charge and spin is 0.030 eV. As for the gap between HOMO and LUMO (alpha / beta): 0.139 / 0.179 hartree. The calculation puts the total energy at -103056.1789 eV. The net charge is +1.


Entry 7:
# C42H32O2

A cluster of 2 separate species, C42H32O2 in total at a distorted geometry (ωB97M-V/def2-TZVPD, OMol25).

Cartesian coordinates (Å):
C -5.425 0.087 -2.382
C -4.559 0.584 -1.396
C -3.350 -0.053 -1.144
C -3.026 -1.265 -1.797
C -1.859 -2.055 -1.432
C -0.569 -1.409 -1.156
C 0.705 -2.149 -1.464
C 0.800 -3.086 -2.498
C 1.992 -3.790 -2.700
C 3.113 -3.496 -1.914
C 3.051 -2.481 -0.953
C 1.853 -1.799 -0.744
O -0.490 -0.255 -0.713
C -2.005 -3.481 -1.146
C -3.366 -4.163 -1.204
C -4.476 -3.684 -0.509
C -5.675 -4.409 -0.549
C -5.724 -5.655 -1.179
C -4.598 -6.161 -1.835
C -3.415 -5.423 -1.818
O -1.068 -4.202 -0.766
C -3.894 -1.729 -2.820
C -5.094 -1.082 -3.086
H -6.354 0.615 -2.613
H -4.822 1.473 -0.818
H -2.639 0.336 -0.416
H -0.066 -3.274 -3.138
H 2.024 -4.591 -3.441
H 4.047 -4.039 -2.074
H 3.930 -2.223 -0.358
H 1.776 -0.992 -0.017
H -4.392 -2.745 0.046
H -6.567 -3.987 -0.074
H -6.637 -6.253 -1.144
H -4.610 -7.129 -2.341
H -2.493 -5.821 -2.249
H -3.597 -2.621 -3.383
H -5.772 -1.507 -3.833
C -0.195 4.723 5.543
C 0.102 5.360 4.328
C 0.849 4.701 3.354
C 1.273 3.367 3.545
C 1.983 2.655 2.484
C 1.676 2.933 1.134
C 2.396 2.488 0.031
C 2.234 2.966 -1.317
C 3.073 2.454 -2.342
C 2.988 2.939 -3.641
C 2.063 3.946 -3.958
C 1.224 4.457 -2.961
C 1.295 3.975 -1.654
C 2.965 1.648 2.857
C 3.122 0.461 2.109
C 4.128 -0.453 2.405
C 4.927 -0.261 3.546
C 4.727 0.866 4.366
C 3.794 1.826 3.999
C 0.928 2.724 4.760
C 0.224 3.400 5.753
H -0.764 5.244 6.314
H -0.248 6.377 4.135
H 1.133 5.209 2.428
H 0.806 3.581 0.970
H 3.248 1.822 0.180
H 3.810 1.690 -2.075
H 3.646 2.537 -4.413
H 1.999 4.328 -4.977
H 0.510 5.247 -3.198
H 0.659 4.400 -0.878
H 2.443 0.278 1.273
H 4.297 -1.304 1.736
H 5.706 -0.990 3.792
H 5.326 1.007 5.270
H 3.718 2.753 4.575
H 1.186 1.671 4.897
H 0.001 2.886 6.689

The value obtained for the largest force on an atom is 1.55 eV Å⁻¹. As for the spin multiplicity: 1. The value obtained for the energy above the lowest of the compared OMol25 structures with the same formula, charge and spin is 0.000 eV. As for the gap between HOMO and LUMO: 0.075 hartree. The calculation puts the total energy at -48164.7265 eV.


Entry 8:
# C11H33Cl2MnO14P3

A structure of composition C11H33Cl2MnO14P3 at a distorted geometry (ωB97M-V/def2-TZVPD, OMol25).

Cartesian coordinates (Å):
Mn -0.110 0.361 0.382
Cl 1.410 -1.714 0.444
Cl -1.614 2.342 0.114
C 1.219 -0.768 -4.353
O -0.188 -0.595 -4.250
P -0.991 -0.990 -2.947
O -0.628 -0.165 -1.780
O -2.497 -0.824 -3.393
C -2.997 0.507 -3.528
O -0.781 -2.567 -2.857
C -1.280 -3.319 -1.751
H 1.449 -1.229 -5.315
H 1.592 -1.525 -3.657
H 1.726 0.181 -4.214
H -4.082 0.500 -3.444
H -2.759 0.894 -4.520
H -2.602 1.190 -2.773
H -1.706 -4.248 -2.122
H -2.077 -2.766 -1.249
H -0.501 -3.504 -1.013
C -4.269 -2.401 3.477
O -3.342 -1.526 2.840
P -2.721 -1.932 1.402
O -1.723 -0.963 0.926
O -2.250 -3.442 1.561
C -1.267 -3.793 2.546
O -3.970 -2.111 0.450
C -4.764 -0.951 0.191
H -5.030 -1.758 3.915
H -3.837 -3.006 4.276
H -4.711 -3.091 2.756
H -1.611 -4.678 3.082
H -1.063 -2.970 3.228
H -0.368 -4.103 2.011
H -4.810 -0.806 -0.886
H -4.358 -0.035 0.632
H -5.766 -1.039 0.614
C 2.017 4.358 -1.222
O 2.786 3.241 -1.637
P 2.811 1.894 -0.807
O 1.506 1.437 -0.341
O 3.515 0.929 -1.836
C 4.008 -0.356 -1.484
O 3.865 2.185 0.366
C 5.060 2.909 0.058
H 2.614 5.035 -0.602
H 1.131 4.095 -0.637
H 1.689 4.890 -2.113
H 3.330 -1.153 -1.767
H 4.162 -0.459 -0.404
H 5.020 -0.488 -1.871
H 5.821 2.466 0.705
H 4.945 3.974 0.236
H 5.437 2.724 -0.950
C 0.687 2.257 2.801
C 2.017 2.245 3.523
O 1.921 1.315 4.588
O 0.311 0.958 2.373
H 0.779 2.852 1.892
H -0.063 2.718 3.449
H 2.209 3.266 3.882
H 2.828 1.948 2.847
H 2.771 1.175 5.007
H 0.097 0.427 3.150

The value obtained for the largest force on an atom is 1.63 eV Å⁻¹. As for the spin multiplicity: 6. The value obtained for the energy above the lowest of the compared OMol25 structures with the same formula, charge and spin is 0.000 eV. As for the gap between HOMO and LUMO (alpha / beta): 0.293 / 0.323 hartree. The calculation puts the total energy at -124850.0615 eV.